# 1
ORCA calculation (ωB97M-V with the def2-TZVPD basis set) on a molecular structure, C21H12I2N3OY.

Properties
- Total energy: -45723.13178 eV
- Lowest unoccupied orbital energy: -0.2597 Eh
- Energy above the lowest of the compared OMol25 structures with the same formula, charge and spin: 3.9 kcal/mol
- Kohn-Sham gap: 6.34 eV
- E_HOMO: -13.407 eV
- Total charge: +2

Each line ends with the Mulliken charge.
Positions of all 40 atoms, in Å:
Y -0.157 -0.501 -0.126  1.89
I -1.260 -5.391 -1.278  0.16
C 0.490 -4.548 -0.581  -0.55
C 1.613 -5.389 -0.368  -0.23
C 2.793 -4.895 0.087  -0.54
I 4.388 -6.192 0.369  0.20
C 2.906 -3.505 0.354  0.89
C 4.079 -2.887 0.828  -0.44
C 4.132 -1.537 1.067  -1.00
C 2.995 -0.777 0.830  0.01
N 1.856 -1.301 0.384  -0.41
C 1.787 -2.674 0.138  0.01
C 0.561 -3.212 -0.340  1.02
O -0.502 -2.350 -0.534  -0.90
H 1.516 -6.445 -0.576  0.38
H 4.954 -3.501 1.002  0.24
H 5.033 -1.063 1.429  0.42
H 3.009 0.291 1.008  0.43
C -2.628 1.542 3.119  -0.90
C -1.845 0.619 2.433  -0.03
N -1.428 0.812 1.186  -0.34
C -1.782 1.965 0.527  -0.04
C -2.563 2.936 1.148  1.25
C -2.982 2.695 2.472  -0.50
C -2.932 4.137 0.450  -0.99
C -2.529 4.341 -0.814  -0.99
C -1.723 3.361 -1.489  1.25
C -1.297 3.549 -2.819  -0.50
C -0.537 2.601 -3.450  -0.89
C -0.198 1.453 -2.740  -0.04
N -0.578 1.243 -1.484  -0.34
C -1.345 2.187 -0.843  -0.06
H -2.943 1.336 4.132  0.42
H -1.551 -0.308 2.911  0.45
H -3.594 3.438 2.972  0.47
H -3.543 4.870 0.963  0.43
H -2.806 5.243 -1.346  0.43
H -1.583 4.456 -3.339  0.47
H -0.203 2.723 -4.471  0.43
H 0.398 0.680 -3.210  0.45

=====

# 2
ORCA calculation (ωB97M-V with the def2-TZVPD basis set) on a molecular structure, C21H13AgBrNO4.

Properties
- Total energy: -105708.27437 eV
- Lowest unoccupied orbital energy: 0.1610 Eh
- Energy above the lowest of the compared OMol25 structures with the same formula, charge and spin: 15.8 kcal/mol
- Kohn-Sham gap: 5.15 eV
- E_HOMO: -0.765 eV
- Total charge: -2

Each line ends with the Mulliken charge.
Positions of all 41 atoms, in Å:
Ag 0.267 -0.340 -0.906  -0.33
O -3.435 -3.142 0.141  -0.48
C -2.197 -2.690 -0.236  0.10
O -1.374 -2.375 0.569  -0.50
C -2.042 -2.667 -1.758  0.53
C -2.938 -3.377 -2.536  -0.42
C -2.688 -3.425 -3.908  -0.29
C -1.585 -2.766 -4.399  -0.54
C -0.763 -2.017 -3.538  0.36
N -0.999 -1.982 -2.228  -0.02
C 0.375 -1.171 -4.176  0.19
O 0.752 -1.619 -5.282  -0.76
O 0.700 -0.161 -3.545  -0.59
H -3.418 -3.081 1.107  0.33
H -3.778 -3.884 -2.089  0.42
H -3.350 -3.980 -4.564  0.37
H -1.300 -2.772 -5.441  0.45
C -0.784 1.189 0.287  -0.34
C -1.022 1.808 1.323  -0.43
C -1.253 2.561 2.505  0.46
C -0.534 3.737 2.785  -0.47
C -0.763 4.472 3.935  -0.32
C -1.719 4.069 4.862  -0.42
C -2.437 2.906 4.608  -0.30
C -2.210 2.170 3.458  -0.50
H 0.219 4.051 2.074  0.41
H -0.182 5.370 4.113  0.33
H -1.893 4.644 5.764  0.34
H -3.184 2.566 5.318  0.32
H -2.772 1.263 3.270  0.39
Br 7.133 0.618 0.271  -0.31
C 5.260 0.259 0.006  0.35
C 4.436 1.255 -0.487  -0.62
C 3.083 0.972 -0.663  0.21
C 2.487 -0.273 -0.374  -1.17
C 3.396 -1.222 0.117  0.50
C 4.759 -0.989 0.318  -0.50
H 4.843 2.229 -0.731  0.34
H 2.460 1.776 -1.044  0.31
H 3.037 -2.217 0.374  0.27
H 5.414 -1.764 0.701  0.34

=====

# 3
ORCA calculation (ωB97M-V with the def2-TZVPD basis set) on a molecular structure, C21H13AuCl7O4.

Properties
- Total energy: -121504.27767 eV
- Lowest unoccupied orbital energy (alpha / beta): -0.2290 / -0.2290 Eh
- Energy above the lowest of the compared OMol25 structures with the same formula, charge and spin: 123.3 kcal/mol
- Kohn-Sham gap (alpha / beta): 4.14 / 4.15 eV
- E_HOMO (alpha / beta): -10.376 / -10.377 eV
- Total charge: +1

Each line ends with the Mulliken charge.
Positions of all 46 atoms, in Å:
Au -0.575 0.170 0.762  0.12
O 1.637 0.790 -1.325  -0.74
C 3.452 1.592 0.530  -0.32
C 2.640 -1.911 -0.142  0.87
O 3.610 -1.504 -0.637  -0.43
O 1.677 -2.305 0.358  -0.40
C 3.760 2.057 -1.145  -0.06
C 4.767 3.104 -1.559  -0.39
C 4.240 4.031 -2.538  -0.21
C 3.839 3.378 -3.701  -0.68
C 4.079 2.027 -3.541  -0.35
C 4.707 1.723 -2.251  -0.45
C 3.994 1.062 1.756  0.76
C 3.347 1.363 2.955  -0.33
C 3.858 0.850 4.136  -0.77
C 5.005 0.070 4.122  -0.43
C 5.650 -0.216 2.924  -0.81
C 5.144 0.271 1.731  -0.14
H 0.403 1.466 0.953  0.07
H 5.540 3.338 -0.842  0.42
H 4.131 5.091 -2.345  0.51
H 3.338 3.830 -4.543  0.48
H 3.774 1.265 -4.247  0.49
H 5.448 0.951 -2.102  0.46
H 2.453 1.971 2.951  0.50
H 3.360 1.066 5.071  0.42
H 5.400 -0.318 5.051  0.42
H 6.542 -0.827 2.916  0.42
H 5.628 0.031 0.795  0.45
Cl 1.420 7.107 -0.559  -0.17
C 0.860 5.520 -0.891  0.21
C 1.529 4.410 -0.461  -0.14
Cl 2.912 4.635 0.577  -0.08
C 1.065 3.103 -0.786  0.50
Cl 2.334 1.741 -0.522  1.24
C -0.244 2.838 -1.353  -0.03
O -0.825 1.773 -1.530  -0.66
C -0.882 4.109 -1.809  0.36
Cl -2.372 3.885 -2.619  -0.14
C -0.372 5.340 -1.614  0.07
Cl -1.185 6.733 -2.187  -0.15
Cl -1.868 -1.801 1.304  -0.11
C -3.583 -1.361 1.683  -0.29
Cl -3.788 0.318 2.070  -0.10
H -3.845 -1.979 2.533  0.29
H -4.155 -1.615 0.799  0.30

=====

# 4
ORCA calculation (ωB97M-V with the def2-TZVPD basis set) on a molecular structure, C21H14AgCl5N3O.

Properties
- Total energy: -95134.46511 eV
- Lowest unoccupied orbital energy: 0.0883 Eh
- Energy above the lowest of the compared OMol25 structures with the same formula, charge and spin: 24.1 kcal/mol
- Kohn-Sham gap: 4.96 eV
- E_HOMO: -2.562 eV
- Total charge: -1

Each line ends with the Mulliken charge.
Positions of all 45 atoms, in Å:
Ag -0.061 0.321 -0.129  -0.37
C -0.323 -0.278 4.415  -0.83
C -0.552 -0.376 3.033  -0.08
N 0.406 -0.293 2.143  -0.20
C 1.666 -0.102 2.571  0.10
C 2.006 -0.047 3.930  1.09
C 0.961 -0.126 4.863  -0.63
C 3.393 0.044 4.318  -0.91
C 4.369 0.071 3.397  -0.94
C 4.056 0.069 1.986  1.28
C 5.041 0.155 0.988  -0.64
C 4.666 0.199 -0.327  -0.84
C 3.295 0.183 -0.636  -0.34
N 2.363 0.113 0.280  0.15
C 2.721 0.024 1.571  -0.07
H -1.153 -0.347 5.106  0.39
H -1.546 -0.541 2.627  0.36
H 1.183 -0.077 5.923  0.38
H 3.633 0.073 5.377  0.33
H 5.410 0.114 3.698  0.34
H 6.087 0.195 1.274  0.38
H 5.398 0.272 -1.121  0.38
H 2.936 0.246 -1.662  0.47
N -4.519 -1.295 -0.442  -0.45
C -3.253 -0.779 -0.241  0.46
O -2.413 -1.454 0.333  -0.57
C -3.066 0.634 -0.768  -0.14
C -2.013 1.457 -0.030  -1.41
H -4.650 -2.273 -0.258  0.25
H -5.164 -0.829 -1.053  0.18
H -4.078 1.076 -0.769  0.35
H -2.769 0.544 -1.821  0.22
H -2.374 1.633 0.997  0.39
H -1.947 2.437 -0.510  0.34
Cl 0.022 -2.590 -2.129  -0.22
C 0.092 -1.121 -3.110  1.48
C 0.289 0.090 -2.468  -2.07
C 0.369 1.182 -3.311  1.32
Cl 0.704 2.766 -2.598  -0.23
C 0.232 1.113 -4.698  -0.31
Cl 0.346 2.531 -5.701  -0.23
C 0.005 -0.127 -5.293  0.57
Cl -0.193 -0.254 -7.012  -0.22
C -0.059 -1.263 -4.489  -0.28
Cl -0.321 -2.818 -5.229  -0.22

=====

# 5
ORCA calculation (ωB97M-V with the def2-TZVPD basis set) on a molecular structure, C21H14BrF6N4O2PV.

Properties
- Total energy: -153386.84495 eV
- Lowest unoccupied orbital energy (alpha / beta): -0.1442 / -0.1440 Eh
- Kohn-Sham gap (alpha / beta): 8.15 / 8.16 eV
- E_HOMO (alpha / beta): -12.072 / -12.076 eV
- Total charge: +1

Each line ends with the Mulliken charge.
Positions of all 50 atoms, in Å:
V -0.669 0.202 -0.474  0.27
C -0.454 3.744 -3.066  -0.83
C 0.746 4.280 -2.639  -0.51
C 1.567 3.529 -1.806  -0.92
C 1.150 2.270 -1.426  1.02
N -0.037 1.760 -1.822  0.34
C -0.819 2.485 -2.616  0.07
C 2.009 1.310 -0.688  0.12
C 3.351 1.478 -0.383  -0.90
C 4.067 0.359 0.027  -0.82
C 3.471 -0.895 0.036  -0.87
C 2.118 -0.975 -0.254  0.02
N 1.421 0.131 -0.500  0.63
C 1.321 -2.194 -0.518  1.23
C 1.781 -3.482 -0.322  -0.91
C 0.996 -4.539 -0.769  -0.47
C -0.204 -4.264 -1.398  -0.91
C -0.609 -2.942 -1.524  -0.11
N 0.131 -1.927 -1.089  -0.03
H -1.119 4.291 -3.718  0.44
H 1.047 5.271 -2.949  0.47
H 2.513 3.923 -1.466  0.41
H -1.773 2.047 -2.879  0.47
H 3.842 2.431 -0.504  0.44
H 5.117 0.457 0.269  0.48
H 4.053 -1.782 0.239  0.41
H 2.732 -3.660 0.159  0.44
H 1.326 -5.560 -0.637  0.48
H -0.837 -5.053 -1.778  0.45
H -1.560 -2.683 -1.971  0.65
Br 1.235 0.286 2.817  -0.03
C -0.384 -0.670 2.675  0.09
C -0.929 -1.166 3.853  -0.68
C -2.100 -1.893 3.788  -0.54
C -2.695 -2.095 2.550  -0.70
C -2.095 -1.534 1.446  0.89
N -0.946 -0.839 1.485  0.75
C -2.731 -1.635 0.093  0.05
O -3.548 -2.463 -0.197  -0.58
O -2.276 -0.719 -0.759  -0.60
H -0.432 -0.972 4.792  0.47
H -2.545 -2.288 4.691  0.45
H -3.614 -2.647 2.421  0.54
F -0.518 1.751 0.811  -0.30
P -2.032 2.745 1.016  1.31
F -1.352 3.364 2.291  -0.35
F -2.455 1.908 -0.339  -0.31
F -1.310 3.814 0.075  -0.36
F -2.576 1.511 1.878  -0.35
F -3.373 3.531 1.082  -0.30

=====

# 6
ORCA calculation (ωB97M-V with the def2-TZVPD basis set) on a molecular structure, C21H14F16N3OV.

Properties
- Total energy: -97689.54399 eV
- <S²>: 2.015
- Lowest unoccupied orbital energy (alpha / beta): -0.0001 / 0.0008 Eh
- Energy above the lowest of the compared OMol25 structures with the same formula, charge and spin: 8.3 kcal/mol
- Kohn-Sham gap (alpha / beta): 8.17 / 8.31 eV
- Spin multiplicity: 3
- E_HOMO (alpha / beta): -8.171 / -8.285 eV

Each line ends with the Mulliken charge.
Positions of all 56 atoms, in Å:
V 0.213 -0.437 0.479  0.58
C 0.017 2.596 0.801  -1.08
N 0.095 1.598 -0.284  0.50
C -1.151 1.590 -1.060  -0.90
C -2.278 1.036 -0.169  -1.18
N -1.684 0.135 0.809  1.25
C -2.442 -0.379 1.828  -1.48
C -1.773 -0.945 2.925  0.70
F -0.417 -0.909 2.925  -0.21
C -2.409 -1.527 3.998  -0.08
F -1.702 -2.037 5.004  -0.31
C -3.795 -1.564 4.031  0.67
F -4.434 -2.123 5.061  -0.31
C -4.500 -1.020 2.975  0.13
F -5.832 -1.062 2.979  -0.30
C -3.839 -0.448 1.899  0.85
F -4.599 0.012 0.887  -0.35
C 1.336 1.785 -1.050  -0.79
C 2.495 1.364 -0.156  -0.93
N 2.068 0.188 0.594  0.33
C 3.057 -0.437 1.358  -1.17
C 3.645 0.188 2.460  0.55
F 3.246 1.422 2.801  -0.32
C 4.610 -0.425 3.236  0.08
F 5.142 0.210 4.280  -0.30
C 5.008 -1.718 2.931  0.67
F 5.932 -2.326 3.672  -0.30
C 4.442 -2.370 1.851  0.22
F 4.831 -3.607 1.546  -0.31
C 3.488 -1.728 1.074  0.65
F 3.002 -2.380 0.017  -0.28
H 0.048 3.603 0.371  0.30
H 0.856 2.466 1.482  0.26
H -0.904 2.460 1.359  0.22
H -0.988 0.945 -1.927  0.35
H -1.396 2.595 -1.423  0.33
H -2.999 0.536 -0.822  0.43
H -2.821 1.854 0.319  0.59
H 1.438 2.825 -1.384  0.32
H 1.282 1.141 -1.930  0.33
H 2.785 2.186 0.509  0.54
H 3.365 1.140 -0.782  0.41
C -2.109 -3.122 -0.581  -1.76
C -0.604 -3.292 -0.393  1.04
O -0.051 -2.176 0.186  -0.69
C 0.074 -3.525 -1.767  0.54
F 1.275 -4.093 -1.670  -0.26
F -0.677 -4.295 -2.568  -0.30
F 0.233 -2.347 -2.393  -0.21
C -0.319 -4.477 0.555  0.46
F -1.112 -4.405 1.635  -0.25
F -0.573 -5.647 -0.053  -0.29
F 0.937 -4.498 0.989  -0.18
H -2.290 -2.339 -1.318  0.39
H -2.545 -2.822 0.369  0.32
H -2.580 -4.042 -0.923  0.50

=====

Please write out number 2 again, unchanged.
ORCA calculation (ωB97M-V with the def2-TZVPD basis set) on a molecular structure, C21H13AgBrNO4.

Properties
- Total energy: -105708.27437 eV
- Lowest unoccupied orbital energy: 0.1610 Eh
- Energy above the lowest of the compared OMol25 structures with the same formula, charge and spin: 15.8 kcal/mol
- Kohn-Sham gap: 5.15 eV
- E_HOMO: -0.765 eV
- Total charge: -2

Each line ends with the Mulliken charge.
Positions of all 41 atoms, in Å:
Ag 0.267 -0.340 -0.906  -0.33
O -3.435 -3.142 0.141  -0.48
C -2.197 -2.690 -0.236  0.10
O -1.374 -2.375 0.569  -0.50
C -2.042 -2.667 -1.758  0.53
C -2.938 -3.377 -2.536  -0.42
C -2.688 -3.425 -3.908  -0.29
C -1.585 -2.766 -4.399  -0.54
C -0.763 -2.017 -3.538  0.36
N -0.999 -1.982 -2.228  -0.02
C 0.375 -1.171 -4.176  0.19
O 0.752 -1.619 -5.282  -0.76
O 0.700 -0.161 -3.545  -0.59
H -3.418 -3.081 1.107  0.33
H -3.778 -3.884 -2.089  0.42
H -3.350 -3.980 -4.564  0.37
H -1.300 -2.772 -5.441  0.45
C -0.784 1.189 0.287  -0.34
C -1.022 1.808 1.323  -0.43
C -1.253 2.561 2.505  0.46
C -0.534 3.737 2.785  -0.47
C -0.763 4.472 3.935  -0.32
C -1.719 4.069 4.862  -0.42
C -2.437 2.906 4.608  -0.30
C -2.210 2.170 3.458  -0.50
H 0.219 4.051 2.074  0.41
H -0.182 5.370 4.113  0.33
H -1.893 4.644 5.764  0.34
H -3.184 2.566 5.318  0.32
H -2.772 1.263 3.270  0.39
Br 7.133 0.618 0.271  -0.31
C 5.260 0.259 0.006  0.35
C 4.436 1.255 -0.487  -0.62
C 3.083 0.972 -0.663  0.21
C 2.487 -0.273 -0.374  -1.17
C 3.396 -1.222 0.117  0.50
C 4.759 -0.989 0.318  -0.50
H 4.843 2.229 -0.731  0.34
H 2.460 1.776 -1.044  0.31
H 3.037 -2.217 0.374  0.27
H 5.414 -1.764 0.701  0.34

=====

Please write out number 5 again, unchanged.
ORCA calculation (ωB97M-V with the def2-TZVPD basis set) on a molecular structure, C21H14BrF6N4O2PV.

Properties
- Total energy: -153386.84495 eV
- Lowest unoccupied orbital energy (alpha / beta): -0.1442 / -0.1440 Eh
- Kohn-Sham gap (alpha / beta): 8.15 / 8.16 eV
- E_HOMO (alpha / beta): -12.072 / -12.076 eV
- Total charge: +1

Each line ends with the Mulliken charge.
Positions of all 50 atoms, in Å:
V -0.669 0.202 -0.474  0.27
C -0.454 3.744 -3.066  -0.83
C 0.746 4.280 -2.639  -0.51
C 1.567 3.529 -1.806  -0.92
C 1.150 2.270 -1.426  1.02
N -0.037 1.760 -1.822  0.34
C -0.819 2.485 -2.616  0.07
C 2.009 1.310 -0.688  0.12
C 3.351 1.478 -0.383  -0.90
C 4.067 0.359 0.027  -0.82
C 3.471 -0.895 0.036  -0.87
C 2.118 -0.975 -0.254  0.02
N 1.421 0.131 -0.500  0.63
C 1.321 -2.194 -0.518  1.23
C 1.781 -3.482 -0.322  -0.91
C 0.996 -4.539 -0.769  -0.47
C -0.204 -4.264 -1.398  -0.91
C -0.609 -2.942 -1.524  -0.11
N 0.131 -1.927 -1.089  -0.03
H -1.119 4.291 -3.718  0.44
H 1.047 5.271 -2.949  0.47
H 2.513 3.923 -1.466  0.41
H -1.773 2.047 -2.879  0.47
H 3.842 2.431 -0.504  0.44
H 5.117 0.457 0.269  0.48
H 4.053 -1.782 0.239  0.41
H 2.732 -3.660 0.159  0.44
H 1.326 -5.560 -0.637  0.48
H -0.837 -5.053 -1.778  0.45
H -1.560 -2.683 -1.971  0.65
Br 1.235 0.286 2.817  -0.03
C -0.384 -0.670 2.675  0.09
C -0.929 -1.166 3.853  -0.68
C -2.100 -1.893 3.788  -0.54
C -2.695 -2.095 2.550  -0.70
C -2.095 -1.534 1.446  0.89
N -0.946 -0.839 1.485  0.75
C -2.731 -1.635 0.093  0.05
O -3.548 -2.463 -0.197  -0.58
O -2.276 -0.719 -0.759  -0.60
H -0.432 -0.972 4.792  0.47
H -2.545 -2.288 4.691  0.45
H -3.614 -2.647 2.421  0.54
F -0.518 1.751 0.811  -0.30
P -2.032 2.745 1.016  1.31
F -1.352 3.364 2.291  -0.35
F -2.455 1.908 -0.339  -0.31
F -1.310 3.814 0.075  -0.36
F -2.576 1.511 1.878  -0.35
F -3.373 3.531 1.082  -0.30